(1)
Entry from the OMol25 dataset: 2 unconnected molecules or ions with the total composition BrFS (the ωB97M-V functional and the def2-TZVPD basis).

Results
Energy above the lowest of the compared OMol25 structures with the same formula, charge and spin (kcal per mole): 48.6
Total charge: 0
Kohn-Sham gap (eV): 6.74
LUMO level (Ha): -0.1380

CARTESIAN COORDINATES (ANGSTROEM)
F -0.4609 -1.6702 0.4215
S 0.6379 0.5592 0.6851
Br -0.1770 1.1110 -1.1066

Forces on atoms 1 to 2 (eV/Å):
F 1.4 2.6 0.4
S -1.1 -3.0 0.3

(2)
Entry from the OMol25 dataset: 8 unconnected molecules or ions with the total composition C45H90N3O20P5 (the ωB97M-V functional and the def2-TZVPD basis).

Results
SMILES string: CCOP(=O)(OCC)OCC.CCOP(=O)(OCC)OCC.CCOP(=O)(OCC)OCC.CCOP(=O)(OCC)OCC.CCOP(=O)(OCC)OCC.c1ccncc1.c1ccncc1.c1ccncc1
Total charge: 0
Kohn-Sham gap (eV): 10.26
LUMO level (Ha): 0.0231

CARTESIAN COORDINATES (ANGSTROEM)
C -3.4877 6.5527 3.7638
C -4.7157 5.7484 3.6496
O -4.3941 4.2979 3.5687
P -3.9870 3.5339 2.2525
O -4.7843 3.7060 1.0293
O -4.0680 2.0442 2.8149
C -4.4042 0.9373 1.9313
C -5.8710 0.8081 1.6578
O -2.4532 3.8427 2.0476
C -1.7567 3.6026 0.7950
C -0.8114 4.8211 0.6299
H -2.8405 6.5567 2.8829
H -3.8486 7.5751 3.9013
H -2.7254 6.2669 4.5544
H -5.3579 5.8355 4.5408
H -5.3218 6.0896 2.8081
H -3.8152 1.0242 1.0148
H -3.9235 0.0280 2.3548
H -6.0303 0.8987 0.5776
H -6.2204 -0.1952 1.9045
H -6.4572 1.5424 2.1740
H -1.1752 2.6808 0.9532
H -2.4862 3.4799 -0.0157
H -0.1679 4.9529 1.4681
H -0.1650 4.6016 -0.2116
H -1.3686 5.7414 0.4686
C 3.8415 -2.6748 5.0175
C 3.5382 -2.4885 3.5208
O 4.3269 -1.2775 3.0510
P 4.1617 -0.9623 1.5379
O 3.8145 -2.1138 0.6843
O 3.0829 0.1850 1.4288
C 3.3800 1.6085 1.8365
C 2.7244 2.5025 0.8925
O 5.5976 -0.3384 1.3318
C 5.9636 0.1820 0.0069
C 7.0108 1.2541 0.2216
H 4.9257 -2.6114 5.1904
H 3.3537 -1.9704 5.6627
H 3.4933 -3.6683 5.3153
H 4.0094 -3.2500 2.9305
H 2.4437 -2.3706 3.3336
H 3.1024 1.7532 2.8986
H 4.4474 1.6740 1.7555
H 2.7970 3.5232 1.2810
H 3.1525 2.3787 -0.0947
H 1.6176 2.3564 0.7930
H 6.3710 -0.5525 -0.6683
H 5.0679 0.6509 -0.4388
H 7.2706 1.6342 -0.7608
H 6.5042 2.0115 0.8529
H 7.8999 0.7856 0.6726
C 1.4054 -5.4837 -0.6510
C 2.6033 -5.2940 0.2467
O 2.1708 -4.9626 1.6088
P 1.5657 -5.9932 2.5764
O 1.7495 -7.4326 2.3315
O 2.1270 -5.4245 3.9579
C 2.2022 -6.4014 5.1124
C 3.6057 -6.9685 5.0641
O 0.0324 -5.5885 2.6350
C -0.3855 -4.2701 2.9867
C -1.7739 -3.9836 2.5179
H 1.6697 -5.4117 -1.7053
H 0.9587 -6.4894 -0.5718
H 0.7456 -4.6800 -0.3213
H 3.2168 -6.1955 0.2921
H 3.1437 -4.4020 -0.0902
H 2.0868 -5.7157 5.9513
H 1.3634 -7.0733 5.1622
H 3.8688 -7.5405 5.9425
H 3.7278 -7.6744 4.2227
H 4.3239 -6.1611 4.9218
H -0.2739 -4.2173 4.0807
H 0.3001 -3.5052 2.6363
H -2.1717 -3.0777 2.9393
H -1.7330 -3.7674 1.4755
H -2.4132 -4.8602 2.5918
C 5.2367 0.9532 -6.5926
C 4.4962 -0.1915 -5.9448
O 3.7203 0.2976 -4.8276
P 4.1355 0.1244 -3.3170
O 5.4808 0.4431 -2.8341
O 3.7161 -1.4044 -3.0809
C 4.4602 -2.3031 -2.2602
C 5.3536 -3.1667 -3.1448
O 3.0107 1.0064 -2.6496
C 1.7610 0.4623 -2.0964
C 0.6633 0.5139 -3.1497
H 5.7410 1.5637 -5.8528
H 5.9717 0.5241 -7.2675
H 4.5212 1.5275 -7.1788
H 3.7867 -0.6365 -6.6157
H 5.1826 -0.9594 -5.5361
H 5.0085 -1.7156 -1.5987
H 3.6926 -2.8253 -1.7740
H 6.2600 -2.5826 -3.3678
H 5.6514 -4.1106 -2.6597
H 4.8339 -3.4570 -4.0952
H 1.9638 -0.5544 -1.7838
H 1.4992 1.1493 -1.2657
H 0.9609 -0.1934 -3.9306
H -0.2931 0.1966 -2.7198
H 0.5519 1.5547 -3.4600
C -4.1864 7.1526 -1.9923
C -4.4749 5.9494 -1.2191
O -4.5733 4.7613 -2.0306
P -3.2974 4.2674 -2.8579
O -2.0101 4.5040 -2.1242
O -3.3619 4.8691 -4.2807
C -4.5856 4.8369 -5.1182
C -4.6445 6.1111 -5.9233
O -3.7057 2.7815 -3.1010
C -3.6804 1.9300 -1.8985
C -4.6065 0.7690 -2.2312
H -4.3578 7.9887 -1.3072
H -3.1101 7.2072 -2.2317
H -4.8374 7.2752 -2.8621
H -3.7683 5.8219 -0.4266
H -5.4453 5.9691 -0.7585
H -4.4137 3.9218 -5.7019
H -5.5029 4.7096 -4.5286
H -5.1958 5.9573 -6.8501
H -5.0908 6.9252 -5.3836
H -3.6249 6.3309 -6.2110
H -2.6658 1.5984 -1.5967
H -4.1442 2.4806 -1.0829
H -4.1719 0.1341 -2.9962
H -4.7069 0.0690 -1.3994
H -5.6264 1.1469 -2.4828
C -0.9765 1.3100 4.2543
C -1.7869 0.2478 4.6166
C -1.1941 -0.9906 4.9013
N 0.1058 -1.2140 4.8703
C 0.9012 -0.1666 4.6161
C 0.4526 1.1086 4.2945
H -1.3883 2.3102 3.9524
H -2.9060 0.3423 4.4746
H -1.8771 -1.7751 5.0537
H 1.9714 -0.3353 4.5670
H 1.0994 1.9531 4.0607
C -2.3953 -4.8092 -3.3868
C -3.7091 -4.4664 -3.1827
C -4.1867 -3.2271 -3.6614
N -3.3946 -2.3402 -4.2543
C -2.1079 -2.6234 -4.4600
C -1.6028 -3.8566 -4.1064
H -1.9488 -5.6827 -2.9651
H -4.2637 -5.1368 -2.5563
H -5.2053 -2.9050 -3.6278
H -1.5230 -1.7594 -4.7508
H -0.5431 -4.0004 -4.2802
C 0.5177 -1.8862 0.2259
C 0.0470 -0.9265 1.1303
C -1.2354 -0.4869 0.9962
N -2.0078 -0.8563 -0.0521
C -1.5917 -1.8060 -0.8749
C -0.3066 -2.3646 -0.7830
H 1.5071 -2.2759 0.3661
H 0.6321 -0.6897 1.9944
H -1.7253 0.2223 1.6381
H -2.3322 -2.1302 -1.6235
H 0.0191 -3.0879 -1.5302

Forces on atoms 1 to 2 (eV/Å):
C 2.0 0.8 0.6
C -0.3 -1.6 0.3

(3)
Entry from the OMol25 dataset: 5 unconnected molecules or ions with the total composition C30H49F3N3O12S5 (the ωB97M-V functional and the def2-TZVPD basis).

Results
Total charge: +1
Kohn-Sham gap (eV): 6.15
LUMO level (Ha): -0.1791

CARTESIAN COORDINATES (ANGSTROEM)
C -8.0158 -1.6054 2.7058
C -7.1936 -1.1558 1.9445
C -6.2693 -0.8083 0.8526
C -5.2371 -1.7306 0.5828
C -4.3308 -1.4718 -0.4945
C -3.1685 -2.4122 -0.8542
O -3.2994 -3.0332 -2.1353
N -4.4280 -3.8589 -2.1972
O -4.8065 -3.8620 -3.3037
C -4.5303 -0.2497 -1.2566
C -3.6403 0.1246 -2.4513
C -2.4050 0.9961 -2.0625
C -2.8858 2.4076 -1.5123
C -3.5750 3.2897 -2.6061
C -4.6546 4.2679 -2.0380
N -4.2015 4.9591 -0.8091
C -5.5661 0.6176 -0.8904
N -6.4307 0.3545 0.1538
S -7.6525 1.5352 0.4448
O -7.2180 2.7989 -0.0694
O -8.0021 1.6974 1.8165
C -9.0905 1.0468 -0.6394
F -9.5152 -0.1946 -0.4158
F -10.0401 1.9602 -0.5038
F -8.6525 1.1473 -1.9179
H -8.7337 -2.1759 3.2957
H -5.1367 -2.6373 1.1986
H -2.2538 -1.7781 -0.9108
H -2.9524 -3.1783 -0.0769
H -3.3266 -0.8184 -2.9493
H -4.2812 0.6557 -3.1874
H -1.7875 0.4220 -1.3400
H -1.8136 1.1711 -2.9898
H -2.0618 3.0176 -1.0876
H -3.5521 2.1804 -0.6416
H -2.7787 3.9352 -3.0456
H -3.9961 2.7111 -3.4585
H -4.8992 4.9990 -2.8413
H -5.5784 3.6663 -1.8475
H -4.8867 5.6982 -0.6500
H -4.2842 4.2747 -0.0573
H -5.6897 1.5349 -1.4956
C 1.8796 0.1632 1.2623
C 1.4285 0.3219 2.7151
C 0.5945 1.6037 2.8004
S -0.1363 1.8316 1.1797
O 0.4116 3.0284 0.5974
O -1.5631 1.5924 1.2479
C 0.6423 0.4193 0.4106
H 2.2958 -0.8226 1.0735
H 2.6481 0.9046 1.0373
H 0.8139 -0.5373 3.0017
H 2.2774 0.3606 3.3994
H -0.1975 1.5198 3.5430
H 1.2149 2.4736 3.0148
H 0.8770 0.6448 -0.6296
H -0.0546 -0.4150 0.4663
C 7.2353 3.1136 2.3212
C 7.3024 1.5920 2.1514
C 5.8658 1.0620 2.1871
S 4.8244 2.3946 1.5857
O 3.9707 2.8331 2.6693
O 4.3021 2.0428 0.2942
C 6.1372 3.5882 1.3757
H 8.1900 3.5888 2.0958
H 6.9714 3.3583 3.3534
H 7.7582 1.3534 1.1868
H 7.9127 1.1260 2.9256
H 5.7407 0.1926 1.5456
H 5.5521 0.8231 3.2034
H 5.7701 4.5857 1.6088
H 6.4648 3.5409 0.3364
C 2.2230 -5.2903 1.6788
C 1.7611 -5.1367 3.1317
C 0.9295 -3.8522 3.2156
S 0.2122 -3.6137 1.5898
O 0.7667 -2.4115 1.0109
O -1.2159 -3.8382 1.6557
C 0.9898 -5.0267 0.8216
H 2.6376 -6.2797 1.4883
H 2.9973 -4.5509 1.4574
H 1.1432 -5.9940 3.4096
H 2.6038 -5.1043 3.8218
H 0.1316 -3.9342 3.9512
H 1.5518 -2.9856 3.4384
H 1.2269 -4.7992 -0.2163
H 0.2887 -5.8606 0.8729
C 5.5348 -1.7545 -3.7180
C 6.8614 -0.9966 -3.5955
C 6.5378 0.4203 -3.1082
S 5.0206 0.2907 -2.1576
O 3.9831 1.0151 -2.8454
O 5.3076 0.5117 -0.7633
C 4.7681 -1.4596 -2.4335
H 5.6912 -2.8249 -3.8537
H 4.9759 -1.3825 -4.5806
H 7.5018 -1.4997 -2.8663
H 7.4009 -0.9724 -4.5423
H 7.3259 0.8188 -2.4723
H 6.3553 1.0979 -3.9416
H 3.7030 -1.6720 -2.5092
H 5.1991 -1.9947 -1.5863

Forces on atoms 1 to 2 (eV/Å):
C 0.2 -0.5 -0.4
C 0.0 0.2 -0.8

(4)
Entry from the OMol25 dataset: a molecular structure, C14H15BN8OS2V (the ωB97M-V functional and the def2-TZVPD basis).

Results
Energy above the lowest of the compared OMol25 structures with the same formula, charge and spin (kcal per mole): 0.0
Total charge: +2
Kohn-Sham gap (spin up / spin down) (eV): 6.06 / 5.61
Multiplicity: 2
LUMO level (spin up / spin down) (Ha): -0.3311 / -0.3470

CARTESIAN COORDINATES (ANGSTROEM)
V -0.0304 -0.5846 -1.8715
C 3.3279 -0.6726 0.5499
C 2.6893 -1.1470 -0.5694
N 1.4420 -0.6261 -0.6325
N 1.2821 0.2006 0.4576
C 2.4116 0.1808 1.1663
B -0.0268 1.0658 0.5184
N -0.0593 1.9135 -0.8302
C 0.1419 3.2222 -0.9889
C 0.1798 3.5290 -2.3469
C 0.0160 2.3255 -2.9920
N -0.1298 1.3385 -2.0801
N -1.2433 0.0675 0.4764
C -2.2144 -0.1193 1.3732
C -3.0901 -1.0913 0.8999
C -2.5818 -1.4700 -0.3250
N -1.4567 -0.7729 -0.5776
N -0.1420 1.9655 1.6874
C -1.1240 2.8910 1.9303
C -0.9332 3.3766 3.1900
C 0.2001 2.6810 3.6694
N 0.6664 1.8354 2.7768
H 4.3229 -0.9038 0.8875
H 3.0301 -1.8339 -1.3275
H 2.4781 0.7711 2.0655
H 0.2495 3.8663 -0.1309
H 0.3097 4.4999 -2.7915
H -0.0151 2.1053 -4.0473
H -2.2316 0.4486 2.2899
H -3.9759 -1.4604 1.3859
H -2.9508 -2.1897 -1.0382
H -1.8786 3.1239 1.1946
H -1.5155 4.1244 3.6994
H 0.6860 2.7713 4.6277
C 0.8366 -5.0774 -0.7582
O 0.7899 -3.8483 -1.5559
C -0.2352 -3.6761 -2.3246
S -1.5754 -4.5509 -2.5663
S -0.2283 -2.2314 -3.3620
H 1.7737 -5.0228 -0.2178
H 0.8188 -5.9318 -1.4308
H -0.0142 -5.0939 -0.0811

Forces on atoms 1 to 2 (eV/Å):
V -0.2 -0.5 -0.5
C 0.0 0.0 0.0

no.,maximum force (eV Å⁻¹)
1,3.171
2,2.869
3,4.979
4,1.504